No. 1
ORCA calculation (ωB97M-V with the def2-TZVPD basis set) on a molecular structure, C24H45NO2P2Yb in a non-equilibrium geometry.

Properties
HOMO level (alpha / beta) = -10.3 / -10.3 eV
orbital gap (alpha / beta) = 6.9 / 5.7 eV
LUMO (alpha / beta) = -0.123 / -0.166 hartree

The geometry in ORCA input format:
```
! RIJCOSX wB97M-V def2-TZVPD def2/J DEFGRID3
* xyz 1 2
Yb 0.70379 1.46631 0.81287
P 0.47150 -0.33282 -3.49978
P -2.51025 1.89037 1.47592
O -1.95054 -1.52091 -0.39901
O -0.58358 0.14534 -0.36598
N -1.42035 -0.61494 -1.04300
C -1.22141 0.13170 -4.03311
C 1.43116 -0.52716 2.52400
C -0.68135 -1.99881 2.59191
C 0.56733 3.84674 1.36804
C -3.36561 3.12766 0.42402
C 0.26378 -2.15434 -3.54128
C 1.85495 2.27925 -1.09445
C 2.58413 -0.43592 1.68686
C 0.05706 4.07026 -1.19038
C 3.76782 0.43631 1.87788
C -3.73377 0.54031 1.29952
C 2.42895 -1.38656 0.64448
C 0.56033 2.65937 -1.27422
C -2.92918 2.48776 3.16102
C 1.23506 -2.11529 0.87476
C 0.58693 -1.54334 1.99471
C 0.80130 -3.33644 0.16861
C 1.43632 0.03726 -5.01134
C 0.15455 4.72449 0.20777
C 3.38797 -1.62732 -0.45058
C 1.85652 3.49571 1.62645
C 2.96123 3.23289 -0.75656
C 3.00411 3.78718 0.69913
C 1.09599 0.36514 3.65827
H -1.37666 -2.37105 1.82866
H -4.71928 0.89797 1.63431
H -1.00015 4.05391 -1.49823
H 2.16120 3.18929 2.63778
H 2.94972 4.09241 -1.44710
H 3.16369 4.87432 0.61015
H 2.89628 -2.05127 -1.33530
H -2.07763 3.08423 3.52208
H -1.32996 1.21999 -3.93676
H -0.14195 1.96000 -1.74995
H -4.37051 3.32738 0.82450
H 1.81851 0.25603 4.48130
H -3.78817 0.20954 0.25354
H 3.87763 -0.70112 -0.77556
H -0.50343 -2.80250 3.32398
H 1.08794 1.44295 3.38502
H 2.17658 1.29561 -1.47737
H -3.45256 2.71304 -0.59072
H -0.60641 -2.42866 -2.92547
H -0.83985 5.14140 0.44465
H -0.22744 3.68601 2.11765
H 0.82397 5.59751 0.12893
H -2.78980 4.06224 0.38093
H -3.07203 1.62460 3.82649
H 2.45327 -0.35423 -4.86444
H 3.91695 2.71724 -0.95292
H -3.83612 3.10685 3.14131
H 0.97048 -0.40468 -5.90122
H 1.48855 1.13277 -5.10684
H 0.88858 -4.19715 0.85174
H 4.66414 -0.12342 2.20213
H 1.16171 -2.61859 -3.10725
H -3.41694 -0.31745 1.90893
H -0.24807 -3.26717 -0.15885
H 0.57465 4.72198 -1.91593
H 0.12252 -2.50396 -4.57379
H -1.38336 -0.16813 -5.07711
H 3.57393 1.21685 2.62497
H 3.91824 3.39453 1.17312
H 4.18546 -2.32456 -0.15550
H -1.94837 -0.35702 -3.36561
H 0.09958 0.13250 4.05435
H -1.18929 -1.18571 3.12452
H 1.44209 -3.54212 -0.69860
H 4.03260 0.93322 0.93121
*
```



No. 2
ORCA calculation (ωB97M-V with the def2-TZVPD basis set) on a molecular structure, C24H46BCl2LaN4O4Si in a non-equilibrium geometry.

Properties
HOMO level = -7.1 eV
orbital gap = 7.0 eV
LUMO = -0.003 hartree

The geometry in ORCA input format:
```
! RIJCOSX wB97M-V def2-TZVPD def2/J DEFGRID3
* xyz 0 1
La 2.23769 1.26737 1.12756
Cl 0.45424 0.88368 -0.62613
Cl 3.34214 3.52316 0.28040
Si -0.86706 2.32240 -2.10297
O 2.48167 2.22756 3.37729
O 1.16510 -0.79202 1.91542
O -1.03925 0.49859 -2.69954
O 3.27824 -0.09760 -0.66019
N 1.06068 3.80530 4.23780
N 0.19424 -2.72345 2.52326
N -0.13081 2.03166 1.95305
N 2.84892 -1.06908 -2.69816
C -2.05258 -3.53416 -0.70649
C 0.15120 -1.44258 2.22980
C -1.81334 -0.70058 -3.08704
C 0.57199 2.87155 5.23593
C 3.04834 -2.25940 -3.53196
C -1.41795 -1.67927 -2.05566
C 0.57080 3.49280 -2.52277
C -0.09129 -2.05452 -1.95364
C -0.23430 -2.55138 -6.10022
C -2.40343 -2.37896 -1.36396
C -0.79909 -2.18988 -4.78207
C 3.10957 -1.11386 -1.38782
C -1.76258 3.21942 -0.70209
C 1.47124 -3.42512 2.42066
C -0.73780 -3.99380 -0.70574
C -0.98080 -3.51105 2.89707
C 2.28295 0.11010 -3.39550
C 0.26788 -3.23718 -1.34528
C -0.94188 1.64052 2.71373
C -1.49206 -1.07231 -4.52251
C 1.97130 3.40405 3.36910
C -2.01723 -0.23095 -5.64311
C -1.98959 2.11412 -3.55447
C 0.46263 5.13261 4.10791
B -2.07493 1.20038 3.65165
H -2.84348 3.07849 -0.82995
H -2.53859 2.23438 4.11292
H -1.80941 -2.81753 3.10443
H 0.10091 3.45672 6.02620
H -1.53466 4.30418 -0.73038
H -1.70405 0.43691 4.53288
H -2.45675 -0.89063 -6.40113
H -0.75538 -2.96476 -4.01387
H 0.33912 -3.48716 -6.04344
H 2.26337 4.12290 2.57516
H 0.63222 -1.44642 -2.49267
H -2.86714 1.50181 -3.28681
H 1.34044 3.61154 -1.75354
H 1.29130 -3.61188 -1.39248
H -2.82637 -4.12107 -0.18572
H 1.18919 0.06281 -3.45563
H -0.41148 5.18918 4.76315
H -0.73509 -4.10050 3.78802
H -2.37149 3.06480 -3.92334
H 0.10797 4.48397 -2.69632
H -3.42800 -1.97986 -1.41099
H 1.17555 5.92773 4.38270
H 2.52854 1.03357 -2.88250
H -0.14753 2.16965 4.81915
H 2.08176 -2.62136 -3.91568
H 2.30486 -2.72442 2.46563
H 0.13688 5.29893 3.06873
H 3.71921 -2.01560 -4.36448
H 2.67561 0.08825 -4.40923
H 1.54665 -4.13748 3.25043
H -2.90968 0.64541 2.95264
H -1.18658 0.31384 -6.11113
H -0.49077 -4.97946 -0.33076
H 3.16291 -2.13087 -0.97224
H -0.99750 -2.68620 -6.86719
H 1.08997 3.23640 -3.45140
H 1.53286 -4.01708 1.49884
H 1.42851 2.29790 5.61722
H -2.93040 -0.60186 -3.07247
H 3.50918 -3.05897 -2.94051
H -1.24912 -4.20023 2.08391
H -1.47809 2.90824 0.31654
H -1.43029 1.66298 -4.38660
H 0.45758 -1.78329 -6.46423
H -0.87198 -0.97982 2.29380
H -2.76664 0.53146 -5.36719
*
```



Number 1: DFT total energy -81300.6369 eV. Number 2: DFT total energy -74246.3620 eV.